The following is a quantum chemistry calculation of 3 unconnected molecules or ions with the total composition H3N3O2, from the Open Molecules 2025 dataset.

```
! RIJCOSX wB97M-V def2-TZVPD def2/J DEFGRID3
* xyz -2 1
H 5.613 1.181 -0.199
O -10.876 0.157 1.220
N 6.425 0.419 -0.577
O -10.632 1.366 -0.590
H 6.955 0.128 0.187
N -10.608 -1.659 -0.990
H -10.118 -2.332 -0.296
N -10.426 0.332 0.061
*
```

Total energy ... -8605.5021 eV
HOMO-LUMO gap (alpha / beta) ... 4.95 / 4.99 eV
HOMO energy (alpha / beta) ... 0.0111 / 0.0111 Ha
Lowest unoccupied orbital energy (alpha / beta) ... 5.2484 / 5.2933 eV



The following is a quantum chemistry calculation of a molecular structure, C31H69As3CdGe2NO4Si3, from the Open Molecules 2025 dataset.

```
! RIJCOSX wB97M-V def2-TZVPD def2/J DEFGRID3
* xyz 0 2
Ge -4.182 -1.293 -2.905
C 2.310 -4.217 2.299
O 4.850 -0.074 0.325
C -1.466 -2.800 -4.901
H 0.205 -4.611 -3.635
C 3.400 -3.644 -2.802
H -0.858 -3.446 -5.592
H 4.668 -4.745 0.181
C 3.644 3.276 -2.784
H -0.030 3.852 -0.660
H 3.168 -4.315 -1.961
Ge 3.130 -1.582 -0.011
H -2.180 0.455 -2.749
H 1.300 -3.790 2.261
C -3.284 6.069 4.041
C -3.163 2.964 3.126
H -4.006 2.294 3.383
H -2.347 -2.239 -1.485
H -0.393 5.233 0.474
C -0.333 -1.529 3.438
C 1.961 4.159 2.221
C 3.975 1.800 -0.893
H -5.345 -0.945 -0.696
H 1.733 5.253 1.949
C -1.904 2.724 3.939
C 4.954 -4.295 1.145
H 6.513 1.482 0.951
H 5.945 -3.847 0.976
Cd 1.307 0.367 0.715
C 1.889 1.934 -1.816
H -1.547 3.857 0.372
H 6.349 -1.976 -3.297
C 6.011 -1.901 -2.230
H -5.956 5.514 4.338
H -1.212 -1.561 4.140
O 5.948 1.875 0.218
H -4.657 -3.097 -4.729
C -1.513 1.239 3.988
H 3.858 0.132 -3.577
H -3.111 0.460 1.479
C 4.914 1.112 -0.059
C -5.727 4.524 4.003
C 4.475 2.760 -1.779
C 4.274 -2.044 3.187
C 0.461 1.466 -2.002
H 2.781 3.768 1.633
H -3.879 6.982 4.046
H -2.635 -6.022 -4.279
H -6.554 -1.519 -1.855
C -2.261 -0.185 1.303
H -2.867 2.861 2.051
C -0.508 4.148 0.319
As -4.120 4.746 2.838
H 4.090 4.017 -3.471
H 4.733 -2.703 3.953
H -2.485 -1.197 1.539
H -2.225 6.330 3.815
C -3.149 0.372 -3.290
H 2.341 -5.116 1.669
H 2.316 -0.602 -3.243
Si 4.117 -2.010 -2.313
H -3.712 -3.405 -1.625
H -2.381 4.090 5.522
C -4.953 -2.044 -4.572
H 3.558 -1.396 3.705
H 0.659 -1.443 3.974
H -1.959 -0.122 0.218
H -3.089 2.530 5.760
Si 3.666 -3.062 1.713
H -6.002 0.210 -1.893
C -0.387 -4.337 -2.722
As 0.343 3.091 1.872
C -0.782 3.595 3.505
C -2.177 3.014 5.410
C 2.344 2.814 -2.848
H 5.499 3.077 -1.662
H 4.301 -4.131 -3.306
Si -2.034 -3.804 -3.389
H -2.435 0.743 4.246
H 0.155 -3.535 -2.180
H -1.373 2.715 6.027
H 2.541 -4.438 3.351
C -3.133 -5.304 -3.621
H -0.801 -1.972 -4.562
H -4.589 -1.446 -5.417
C -3.025 -2.786 -2.162
H -3.300 5.696 5.073
H -0.456 -5.174 -1.975
H 1.640 3.229 -3.555
O -0.069 0.693 -1.107
H 0.056 3.584 4.213
H -6.535 4.104 3.440
As -0.658 0.213 2.458
C 3.325 -0.824 -3.547
H -3.249 -5.765 -2.559
H -2.220 -2.390 -5.540
H 4.989 -5.140 1.886
H -6.038 -1.992 -4.519
C -5.711 -0.851 -1.695
H -5.462 3.826 4.776
O -0.101 1.798 -3.044
H -2.923 0.480 -4.331
H -0.984 4.639 3.296
H 3.321 -1.332 -4.555
H 2.637 -3.658 -3.585
H -0.790 1.075 4.781
H 5.125 -1.409 2.763
H 6.332 -0.920 -1.854
H -3.719 1.209 -2.916
H 2.208 4.161 3.325
H 6.431 -2.748 -1.666
H -4.158 -5.039 -3.993
H -0.311 -2.287 2.661
N 2.661 1.447 -0.877
*
```

Total energy ... -366690.1712 eV
⟨S²⟩ ... 0.766
HOMO-LUMO gap (alpha / beta) ... 4.55 / 6.88 eV
HOMO energy (alpha / beta) ... -0.1779 / -0.2639 Ha
Lowest unoccupied orbital energy (alpha / beta) ... -0.2930 / -0.2972 eV



Relative energy (zero: lowest compared OMol25 entry of this formula, charge and spin) / kcal per mole: 87.4 40.9